[1]
The following is a DFT calculation (the ωB97M-V functional and the def2-TZVPD basis) of the ion C2H9N2 with charge +1.

Structure (XYZ):
```
13
Properties=species:S:1:pos:R:3:forces:R:3
N -1.18006 -1.22054 0.57208 1.061 0.302 -1.040
N 1.68214 1.00122 -0.28667 0.772 -0.078 -1.757
C -0.43045 0.17983 0.54272 1.873 -3.080 1.731
C 0.40506 0.41684 -0.71621 -0.682 1.024 0.227
H 2.32197 0.80878 -1.08028 -0.061 -0.233 0.889
H -1.23445 0.78640 0.90721 0.182 1.208 -0.336
H -0.13514 1.08057 -1.38449 -0.212 0.023 -0.270
H -1.48271 -1.52890 -0.36351 -0.094 0.209 0.404
H -1.97619 -1.03727 1.15827 -0.569 -0.638 0.325
H 1.65883 2.01502 -0.38586 -0.408 0.037 0.536
H 0.36612 -0.03008 1.35037 -1.404 0.969 -0.913
H -0.58012 -1.96787 0.95750 -0.443 0.438 -0.070
H 0.58500 -0.50400 -1.27113 -0.016 -0.180 0.272
```
Positions in Å, forces in eV/Å.

Output
Total energy ... -5192.779 eV
Charge ... +1
ΔE to the lowest compared entry with this formula, charge and spin ... 27.1 kcal per mole
E_LUMO ... -3.8719 eV
Structure (SMILES) ... NCC[NH3+]

[2]
The following is a DFT calculation (the ωB97M-V functional and the def2-TZVPD basis) of a cluster of 2 separate species, C2H9N2O in total.

Structure (XYZ):
```
14
Properties=species:S:1:pos:R:3:forces:R:3
O -1.47996 -0.58447 -0.47456 0.470 0.068 -0.176
N -1.50985 0.04591 2.35890 -0.523 -0.047 1.205
N 1.96381 0.47590 -1.32919 0.785 0.622 -0.115
C -0.28931 -0.54891 -1.15941 -1.334 0.276 -0.074
C 0.73451 0.37765 -0.51888 0.058 0.865 0.376
H -1.54557 -0.81696 2.92043 -0.014 0.491 -0.410
H 0.16762 -1.55022 -1.22285 0.399 -0.415 -0.163
H -2.36807 0.56286 2.59512 0.478 -0.323 -0.194
H 0.91757 0.06744 0.53407 -0.093 0.098 -0.482
H 2.52493 1.32496 -1.14687 -0.588 -0.798 0.064
H 2.58266 -0.32402 -1.21608 -0.273 0.162 0.097
H 0.27066 1.39524 -0.46890 0.353 -0.698 -0.034
H -1.57362 -0.22449 1.37158 0.154 -0.101 -0.734
H -0.39539 -0.20092 -2.24335 0.129 -0.200 0.638
```
Positions in Å, forces in eV/Å.

Output
Total energy ... -7247.322 eV
Charge ... -1
ΔE to the lowest compared entry with this formula, charge and spin ... 6.5 kcal per mole
E_LUMO ... 4.4484 eV

[3]
The following is a DFT calculation (the ωB97M-V functional and the def2-TZVPD basis) of the ion C2H9N2O with charge +1.

Structure (XYZ):
```
14
Properties=species:S:1:pos:R:3:forces:R:3
O -0.88489 -1.36250 -1.49107 -0.251 0.327 0.356
N -0.12559 -0.49469 0.53998 0.455 -0.401 0.579
N 0.97998 1.59907 0.89334 -1.245 -0.221 0.033
C 0.20971 -0.79955 -0.83021 -0.284 0.366 -0.155
C -0.36960 0.83032 0.94955 0.308 -0.350 -0.171
H 1.44017 1.40134 0.00952 0.233 0.163 -0.074
H -0.58213 -2.06832 -2.05465 0.049 -0.418 -0.368
H -0.63039 0.91986 2.00154 -0.421 -0.323 -0.117
H 1.52904 1.24751 1.66867 0.477 -0.002 0.078
H -1.08840 1.32876 0.31927 -0.043 0.806 -0.240
H -0.71822 -1.20058 0.95340 0.094 0.067 0.195
H 0.48286 0.14278 -1.33684 0.142 -0.064 0.048
H 1.06175 -1.47198 -0.84140 0.165 -0.104 -0.095
H 0.79156 2.59436 1.00457 0.321 0.153 -0.071
```
Positions in Å, forces in eV/Å.

Output
Total energy ... -7240.462 eV
Charge ... +1
ΔE to the lowest compared entry with this formula, charge and spin ... 43.7 kcal per mole
E_LUMO ... -3.7011 eV
Structure (SMILES) ... [NH3+]CNCO

[4]
The following is a DFT calculation (the ωB97M-V functional and the def2-TZVPD basis) of a cluster of 2 separate species, C2H9N2O in total.

Structure (XYZ):
```
14
Properties=species:S:1:pos:R:3:forces:R:3
O -0.91670 2.36401 0.01004 -0.014 -0.769 0.194
N 0.94215 0.08241 1.07984 1.377 0.654 -2.411
N -1.03604 -1.35790 -0.07883 -0.679 0.709 -0.523
C 1.16406 -0.55972 -0.33028 1.445 0.420 1.498
C 0.00635 -0.91087 -0.90813 -0.306 -1.643 -0.147
H 2.25968 -0.85061 -0.42542 -1.717 1.094 -0.956
H -1.71152 1.96152 -0.37942 0.360 0.476 0.086
H -0.24587 -0.99675 -1.97510 1.077 -0.098 0.250
H -1.87444 -1.43982 -0.62897 -0.496 0.216 0.096
H 0.18439 0.79595 0.89855 -0.784 -1.410 1.086
H -0.91569 -2.29222 0.31384 0.597 0.502 0.167
H -0.61541 3.06141 -0.58120 -0.157 -0.023 -0.085
H 1.66906 0.78961 1.23632 0.624 -0.588 -0.140
H 1.08998 -0.64703 1.76876 -1.327 0.460 0.885
```
Positions in Å, forces in eV/Å.

Output
Total energy ... -7239.193 eV
Charge ... +1
ΔE to the lowest compared entry with this formula, charge and spin ... 73.0 kcal per mole
E_LUMO ... -3.8248 eV

[5]
The following is a DFT calculation (the ωB97M-V functional and the def2-TZVPD basis) of a cluster of 2 separate species, C2H9N2O in total.

Structure (XYZ):
```
14
Properties=species:S:1:pos:R:3:forces:R:3
O 0.26404 -2.37470 0.81929 -0.277 2.375 2.273
N 2.03708 -0.77988 0.49383 -1.343 0.351 2.373
N -0.94083 0.52328 0.39403 -2.713 -4.926 -3.842
C -1.11971 1.09324 -0.99063 0.867 2.087 2.750
C 0.94777 -1.29961 1.06157 0.751 0.552 0.117
H -1.87359 0.01881 0.55802 1.963 1.173 0.478
H -1.68806 2.00598 -0.89470 -0.448 0.471 0.006
H 0.65365 -0.82698 2.00656 0.105 -0.336 -0.495
H 0.42838 -2.93443 0.10750 0.946 -1.340 -2.471
H 2.47179 -0.00968 1.05838 -0.565 -1.016 -1.136
H -0.78231 1.19913 1.02621 0.174 3.011 2.704
H -1.70359 0.51640 -1.63717 -0.083 -1.434 -1.032
H 2.41095 -0.97854 -0.40287 0.265 -0.439 -0.762
H -0.15479 1.47363 -1.28271 0.360 -0.528 -0.961
```
Positions in Å, forces in eV/Å.

Output
Total energy ... -7239.835 eV
Charge ... +1
ΔE to the lowest compared entry with this formula, charge and spin ... 58.1 kcal per mole
E_LUMO ... -3.9455 eV

[6]
The following is a DFT calculation (the ωB97M-V functional and the def2-TZVPD basis) of an isolated molecule of C2H9N2O2P.

Structure (XYZ):
```
16
Properties=species:S:1:pos:R:3:forces:R:3
P -1.35095 -0.54078 -0.47907 1.043 1.583 -2.327
O -1.70143 -1.26482 -1.87196 0.249 0.189 -0.299
O -2.49608 -0.49648 0.43565 0.594 -0.802 0.486
N -0.29424 0.53790 -0.91514 0.611 -0.021 1.864
N -0.31804 -2.40425 0.11486 -2.534 -0.552 -2.046
C 0.45426 1.45406 0.00644 1.128 1.686 -1.229
C 0.69767 0.94202 1.40308 1.320 0.013 -0.598
H -0.18981 0.68418 1.87058 -2.036 -0.842 0.769
H 1.09558 1.68613 2.07824 0.571 0.381 -0.105
H 0.03038 2.48805 0.08043 -0.642 -0.962 -0.108
H -0.91732 -3.13357 -0.35153 0.556 1.121 0.762
H -0.67573 -2.25116 1.03724 0.976 -0.618 1.019
H 1.48930 1.81930 -0.42017 -1.655 -1.471 0.221
H 0.62178 -2.64493 -0.16862 0.315 0.596 1.000
H 1.36289 0.07785 1.38049 0.056 -0.046 0.130
H -1.05775 -0.89960 -2.51966 -0.553 -0.253 0.461
```
Positions in Å, forces in eV/Å.

Output
Total energy ... -18584.478 eV
Charge ... 0
ΔE to the lowest compared entry with this formula, charge and spin ... 22.0 kcal per mole
E_LUMO ... 0.3052 eV
Structure (SMILES) ... CCN=[P@@]([NH3+])([O-])O

[7]
The following is a DFT calculation (the ωB97M-V functional and the def2-TZVPD basis) of an isolated molecule of C2H9N2OP.

Structure (XYZ):
```
15
Properties=species:S:1:pos:R:3:forces:R:3
P -1.36059 0.32062 -0.40032 -0.146 -1.145 1.779
O -2.50785 1.06597 0.56001 -0.214 0.150 -0.815
N -1.72051 -1.45024 -0.11561 0.233 0.777 -0.802
N -0.13402 0.45164 0.87130 -0.304 1.148 -1.357
C 1.20839 -0.13063 0.64523 -0.245 2.389 -0.643
C 1.97976 0.18918 -0.64192 1.129 1.016 -2.526
H 3.05496 -0.13740 -0.74041 -1.080 -0.505 0.857
H 1.04669 -1.15494 0.70188 0.349 -1.986 0.555
H -2.69960 -1.76754 -0.13417 0.416 0.773 0.213
H 2.18942 1.26465 -0.93592 -0.961 -0.644 0.968
H 1.72803 0.34164 1.45982 0.802 -0.778 0.581
H -3.02099 1.75574 0.08453 0.570 -0.840 0.240
H 1.51445 -0.19732 -1.58658 0.054 0.027 0.914
H -1.28444 -2.01047 -0.86468 -0.101 0.526 0.381
H 0.00630 1.45909 1.09684 -0.502 -0.908 -0.343
```
Positions in Å, forces in eV/Å.

Output
Total energy ... -16536.590 eV
Charge ... 0
ΔE to the lowest compared entry with this formula, charge and spin ... 17.6 kcal per mole
E_LUMO ... 0.9492 eV
Structure (SMILES) ... CCNP(N)O

[8]
The following is a DFT calculation (the ωB97M-V functional and the def2-TZVPD basis) of a structure of composition C2H9N2PS3.

Structure (XYZ):
```
17
Properties=species:S:1:pos:R:3:forces:R:3
S 0.64641 1.68505 -0.46477 -0.141 -0.268 0.445
S 2.45003 -1.07228 -1.08505 -0.512 0.375 0.128
S -0.13259 -1.34499 1.11500 1.050 0.788 -0.137
P 0.49284 -0.43732 -0.63753 -1.005 -0.968 0.459
N -2.12376 -1.32598 -1.17240 -0.877 1.595 -0.016
N -2.20618 -1.74571 0.02773 0.389 0.030 -1.531
C 3.31148 -0.47364 0.37768 3.033 -3.887 -1.787
C -1.09744 2.04280 0.06999 1.870 -1.909 2.479
H -1.18184 1.98485 1.24722 -0.075 0.260 -2.684
H 3.30839 0.52238 0.44259 0.819 3.993 -0.401
H -1.68744 1.35418 -0.48398 -0.824 -0.930 0.058
H -2.23961 -2.68262 0.38329 0.409 -0.724 -0.307
H -1.74249 -1.88873 -1.90290 0.449 -1.340 0.178
H -2.68212 -1.09079 0.58985 -0.464 0.684 0.982
H 2.81644 -0.73227 1.21436 -1.955 -1.548 2.795
H -1.25929 2.94343 -0.40215 -0.575 2.425 -0.260
H 4.33636 -1.02230 0.45514 -1.590 1.423 -0.400
```
Positions in Å, forces in eV/Å.

Output
Total energy ... -46992.006 eV
Charge ... 0
ΔE to the lowest compared entry with this formula, charge and spin ... 37.3 kcal per mole
E_LUMO (alpha / beta) ... -0.5379 / -0.5349 eV

[9]
The following is a DFT calculation (the ωB97M-V functional and the def2-TZVPD basis) of the ion C2H9N2S with charge +1.

Structure (XYZ):
```
14
Properties=species:S:1:pos:R:3:forces:R:3
S -1.88250 1.02202 -0.06882 -5.965 -0.088 -0.799
N 1.13979 0.87527 -0.84276 0.791 -4.180 -0.667
N -0.43234 -1.06716 -0.71327 -0.170 -0.778 -0.653
C 0.77962 0.41453 0.49934 3.144 1.578 2.277
C -0.57948 -0.11175 0.47927 1.149 -3.986 0.458
H 0.20918 -0.40952 -1.21378 0.134 -0.477 -1.080
H 1.89790 0.23052 -1.23046 -0.854 2.105 0.547
H -1.26419 -1.07724 -1.29763 -0.906 -0.099 -0.080
H 1.38975 -0.47361 0.81757 0.166 1.269 0.017
H -1.01661 1.96126 -0.23296 2.639 1.846 0.198
H -0.10000 -2.07445 -0.69842 -0.288 1.557 0.788
H -0.89835 -0.78719 1.30616 0.069 1.109 -0.120
H 1.34034 1.82108 -0.83857 0.858 1.968 -0.503
H 0.99342 1.33082 1.16937 -0.766 -1.825 -0.382
```
Positions in Å, forces in eV/Å.

Output
<S²> ... 2.00
Total energy ... -16022.368 eV
Charge ... +1
Spin multiplicity ... 3
ΔE to the lowest compared entry with this formula, charge and spin ... 49.8 kcal per mole
E_LUMO (alpha / beta) ... -3.4087 / -7.5887 eV

[10]
The following is a DFT calculation (the ωB97M-V functional and the def2-TZVPD basis) of a cluster of 2 separate species, C2H9N2S2 in total.

Structure (XYZ):
```
15
Properties=species:S:1:pos:R:3:forces:R:3
S 0.04038 2.31009 -0.71120 -0.448 0.028 0.502
S -0.53053 1.42653 1.12142 0.339 0.645 -0.683
N 0.19966 -1.90037 1.60059 0.249 -0.109 0.232
N 0.00814 -1.57586 -0.67706 -0.077 -0.232 0.471
C 0.41470 -2.25952 0.35239 0.149 0.198 -0.018
C 0.22902 -1.92461 -2.07568 0.260 0.024 0.053
H 0.93890 -2.74416 -2.15290 -0.055 -0.087 0.136
H -0.12876 -0.97375 1.84968 -0.179 -0.165 -0.232
H -0.48045 3.54979 -0.49055 0.148 -0.506 0.011
H -0.56306 -0.76893 -0.46006 0.029 0.249 -0.196
H 0.57884 -2.46830 2.34133 -0.026 -0.008 -0.014
H 0.98659 -3.16486 0.19266 -0.079 -0.088 -0.123
H 0.67282 -1.06691 -2.57452 -0.185 0.019 -0.143
H 0.68032 1.58753 1.67725 -0.065 -0.027 0.236
H -0.71534 -2.21529 -2.51894 -0.058 0.059 -0.230
```
Positions in Å, forces in eV/Å.

Output
Total energy ... -26864.548 eV
Charge ... +1
ΔE to the lowest compared entry with this formula, charge and spin ... 4.6 kcal per mole
E_LUMO ... -3.3882 eV